Formula: C5H9O
Source: the OMol25 dataset
Level of theory: ωB97M-V/def2-TZVPD

Geometry as XYZ:
```
15
Properties=species:S:1:pos:R:3:forces:R:3
C -1.5358 -0.2345 0.1843 0.18 -0.91 -0.11
O -4.1725 0.7186 -0.5698 0.00 0.15 0.17
C -0.0556 -0.2346 -0.0737 -0.25 0.71 0.27
C 0.8827 -0.0079 0.9592 0.11 0.24 0.07
C 2.2265 0.3640 0.5310 0.79 0.28 -0.26
C 2.9621 -0.1709 -0.4387 -0.43 -0.19 -0.69
H -1.7820 -0.4476 1.2189 0.12 0.17 0.19
H -4.4150 1.0852 0.2930 -0.05 -0.05 -0.18
H 0.5684 -1.2162 0.2997 -0.36 -0.12 0.03
H -1.9747 0.7254 -0.1089 -0.11 -0.05 0.01
H 0.1860 -0.0745 -1.1375 0.26 0.18 0.16
H -2.0817 -0.9504 -0.4233 -0.04 0.02 -0.20
H 2.7616 1.1510 1.0622 -0.57 0.04 0.46
H 2.4809 -0.8922 -1.0881 0.35 -0.36 -0.09
H 3.9489 0.1846 -0.7082 0.01 -0.11 0.18
```
Forces are in eV/Å.

Output
energy: -270.96746 Eh
largest force on an atom: 0.0182 Eh/bohr
net charge: -1
ΔE to the lowest compared entry with this formula, charge and spin: 87.4 kcal/mol
HOMO-LUMO gap: 5.78 eV

These are the Mulliken partial charges, in e, on atoms 1 to 5:
1 C -1.126
2 O -1.114
3 C 0.474
4 C -0.665
5 C -0.017